1.
The following is a DFT calculation (ωB97M-V with the def2-TZVPD basis set) of C50H50AsCl3F5GeN6O4SiTi as an isolated structure.

Positions of all 122 atoms, in Å:
Ti1 0.636 0.161 -0.047
C1 3.758 -0.963 -3.793
Si1 2.720 0.040 -2.562
C2 3.850 1.481 -2.190
C3 1.219 0.501 -3.587
N1 2.231 -0.690 -1.042
C4 3.072 -1.510 -0.306
C5 4.178 -2.212 -0.832
C6 4.970 -3.054 -0.069
C7 4.701 -3.255 1.278
C8 3.626 -2.582 1.838
C9 2.860 -1.726 1.071
O1 1.732 -1.097 1.616
C10 1.756 -0.678 2.943
C11 2.898 -0.154 3.526
C12 2.834 0.301 4.836
C13 1.638 0.256 5.542
C14 0.497 -0.236 4.924
C15 0.556 -0.716 3.624
H1 3.590 -0.519 -4.781
H2 3.510 -2.023 -3.864
H3 4.827 -0.881 -3.575
H4 4.248 1.927 -3.108
H5 4.694 1.132 -1.585
H6 3.333 2.260 -1.629
H7 1.126 -0.170 -4.446
H8 1.337 1.521 -3.967
H9 0.279 0.471 -3.039
H10 4.410 -2.091 -1.878
H11 5.801 -3.566 -0.540
H12 5.306 -3.917 1.882
H13 3.377 -2.718 2.883
H14 3.815 -0.091 2.956
H15 3.725 0.711 5.296
H16 1.595 0.624 6.559
H17 -0.459 -0.229 5.433
H18 -0.344 -1.039 3.117
O2 -2.289 1.676 -1.924
H19 -3.091 2.086 -1.577
H20 -1.587 2.336 -1.856
Cl1 -4.260 -0.465 0.038
Ge1 -2.501 0.810 0.945
Cl2 -2.949 -0.008 3.127
Cl3 -3.876 2.729 0.931
F1 3.378 5.417 3.346
C16 2.629 4.396 2.881
C17 3.202 3.414 2.093
F2 4.508 3.478 1.787
C18 2.420 2.374 1.643
F3 2.963 1.415 0.873
C19 1.068 2.250 1.957
O3 0.374 1.233 1.500
C20 0.517 3.262 2.739
F4 -0.782 3.225 3.049
C21 1.292 4.317 3.198
F5 0.739 5.276 3.958
C22 -2.583 -3.220 1.280
As1 -0.899 -3.003 0.417
C23 -0.884 -4.297 -0.999
C24 0.368 -3.831 1.601
O4 -0.603 -1.368 0.177
H21 -2.657 -4.249 1.630
H22 -3.374 -2.981 0.572
H23 -2.652 -2.512 2.105
H24 -1.036 -5.253 -0.493
H25 0.079 -4.281 -1.501
H26 -1.677 -4.116 -1.718
H27 0.009 -4.849 1.748
H28 0.417 -3.311 2.555
H29 1.352 -3.850 1.138
C25 0.901 -3.194 -4.093
C26 -0.427 -2.579 -3.819
N2 -0.772 -2.016 -2.684
C27 -2.087 -1.620 -2.848
C28 -2.523 -1.974 -4.086
N3 -1.451 -2.575 -4.711
C29 -1.473 -3.183 -6.040
N4 -1.601 -4.593 -6.048
N5 -2.841 -5.166 -5.721
N6 -2.656 -6.489 -5.804
C30 -1.389 -6.755 -6.165
C31 -0.725 -7.990 -6.399
C32 0.622 -7.941 -6.791
C33 1.307 -6.748 -6.962
C34 0.659 -5.496 -6.733
C35 -0.669 -5.543 -6.335
H30 1.530 -3.031 -3.218
H31 1.390 -2.734 -4.956
H32 0.821 -4.264 -4.298
H33 -2.636 -1.115 -2.067
H34 -3.471 -1.852 -4.582
H35 -0.554 -2.922 -6.565
H36 -2.323 -2.741 -6.560
H37 -1.250 -8.928 -6.277
H38 1.152 -8.873 -6.965
H39 2.349 -6.763 -7.263
H40 1.187 -4.560 -6.872
C36 0.630 2.034 -1.015
C37 0.785 3.246 -1.177
C38 0.993 4.608 -1.379
C39 2.135 5.003 -2.241
C40 2.235 4.503 -3.539
C41 3.289 4.871 -4.363
C42 4.271 5.736 -3.898
C43 4.194 6.224 -2.600
C44 3.133 5.863 -1.780
C45 0.119 5.601 -0.775
C46 0.223 6.969 -1.080
C47 -0.654 7.889 -0.530
C48 -1.664 7.476 0.330
C49 -1.786 6.126 0.640
C50 -0.907 5.203 0.103
H41 1.471 3.823 -3.894
H42 3.345 4.477 -5.370
H43 5.093 6.024 -4.542
H44 4.965 6.884 -2.220
H45 3.082 6.230 -0.761
H46 0.987 7.309 -1.767
H47 -0.550 8.939 -0.780
H48 -2.351 8.200 0.753
H49 -2.567 5.774 1.301
H50 -1.008 4.156 0.367

Forces on atoms 1 to 6 (eV/Å):
Ti -0.05 -1.31 -0.44
C 0.18 -0.22 0.08
Si -0.11 0.03 -0.15
C 0.04 0.22 0.07
C -0.09 0.10 0.01
N 0.27 -0.18 0.29

Orbital gap (spin up / spin down) = 3.37 / 5.89 eV
2S+1 = 4
E_LUMO (spin up / spin down) = 3.62 / 2.83 eV
Charge = -2
E_HOMO (spin up / spin down) = 0.25 / -3.06 eV

Atomic partial charges in e from the Mulliken method, atoms 1 to 6: -0.80 -1.71 0.39 -0.59 -0.72 1.10

2.
The following is a DFT calculation (ωB97M-V with the def2-TZVPD basis set) of C21H24N4O3PtSb as an isolated structure.

Positions of all 54 atoms, in Å:
Pt1 0.224 0.086 0.152
C1 0.117 -3.207 0.933
C2 -0.792 -2.410 1.816
C3 -1.381 -3.009 2.927
C4 -2.277 -2.304 3.699
C5 -2.607 -1.006 3.329
C6 -1.981 -0.447 2.230
N1 -1.071 -1.130 1.510
Sb1 -2.654 1.525 1.652
C7 -2.640 1.151 -0.481
C8 -3.683 1.653 -1.240
C9 -3.729 1.349 -2.594
C10 -2.757 0.533 -3.133
C11 -1.732 0.050 -2.328
C12 -0.702 -0.887 -2.892
N2 -1.679 0.381 -1.023
C13 -0.742 2.532 1.736
C14 -0.760 3.768 2.360
C15 0.429 4.471 2.490
C16 1.586 3.907 2.000
C17 1.557 2.661 1.378
C18 2.837 2.055 0.889
N3 0.393 1.995 1.249
H1 -0.392 -4.115 0.603
H2 0.421 -2.644 0.057
H3 1.016 -3.504 1.473
H4 -1.131 -4.034 3.167
H5 -2.734 -2.762 4.568
H6 -3.340 -0.438 3.887
H7 -4.445 2.268 -0.781
H8 -4.528 1.733 -3.217
H9 -2.787 0.259 -4.180
H10 -1.162 -1.852 -3.116
H11 -0.289 -0.497 -3.824
H12 0.114 -1.050 -2.193
H13 -1.691 4.170 2.738
H14 0.449 5.440 2.975
H15 2.534 4.420 2.093
H16 3.531 2.836 0.582
H17 3.300 1.483 1.694
H18 2.665 1.375 0.062
O1 1.888 -0.703 1.510
N4 2.682 -1.300 0.730
O2 2.336 -1.275 -0.460
C19 1.807 2.918 -3.383
C20 1.800 1.642 -2.586
C21 2.814 0.576 -2.872
O3 0.953 1.502 -1.713
H19 2.552 2.923 -4.173
H20 1.996 3.750 -2.700
H21 0.816 3.082 -3.809
H22 3.526 0.874 -3.637
H23 2.300 -0.336 -3.185
H24 3.335 0.306 -1.952

Forces on atoms 1 to 6 (eV/Å):
Pt -0.12 -0.39 0.29
C -0.03 0.03 0.07
C -0.10 0.20 -0.07
C -0.07 -0.05 0.06
C -0.01 -0.07 0.06
C 0.05 0.05 -0.10

Orbital gap (spin up / spin down) = 7.77 / 7.91 eV
2S+1 = 3
E_LUMO (spin up / spin down) = -2.74 / -3.52 eV
Charge = +1
E_HOMO (spin up / spin down) = -10.51 / -11.43 eV

Atomic partial charges in e from the natural (NBO) method, atoms 1 to 6: 1.19 -0.66 0.26 -0.23 -0.13 -0.27

In order of appearance, calculated total energy = -9896.58805 -1618.60421 a.u..
In order of appearance, energy relative to the best compared isomer or geometry (same formula, charge and spin) = 15.0 0.0 kJ/mol.